1.
{"formula": "C4H12", "method": "wB97M-V/def2-TZVPD", "smiles": "CC.CC", "elements": ["C", "C", "H", "H", "H", "H", "H", "H", "C", "C", "H", "H", "H", "H", "H", "H"], "coordinates": [[1.1848, -0.7047, -2.3083], [-0.2745, -0.2250, -2.4999], [1.6865, -1.0631, -3.2143], [1.6532, 0.1526, -1.8369], [1.2661, -1.4875, -1.5319], [-0.2984, 0.8453, -2.3715], [-0.9474, -0.6857, -1.7795], [-0.6310, -0.4732, -3.5043], [-0.1133, 1.1004, 2.6187], [-0.7606, -0.1790, 2.1713], [0.5209, 0.9827, 3.5189], [0.5224, 1.6264, 1.9099], [-0.8946, 1.8323, 2.8090], [-0.1506, -1.0441, 1.8964], [-1.4559, -0.6103, 2.8991], [-1.3079, -0.0670, 1.2234]]}

***

2.
{"formula": "C4H12", "method": "wB97M-V/def2-TZVPD", "smiles": "CC.CC", "elements": ["C", "C", "H", "H", "H", "H", "H", "H", "C", "C", "H", "H", "H", "H", "H", "H"], "coordinates": [[-1.0605, 0.0456, -3.0160], [-0.3768, -0.7960, -1.8598], [-1.6859, -0.7003, -3.4841], [-1.3068, 1.0173, -2.6128], [-0.3082, 0.2564, -3.7833], [-0.7395, -0.4679, -0.8835], [0.6846, -0.5518, -1.8700], [-0.6728, -1.8302, -1.9885], [1.3435, 0.6209, 2.6994], [-0.0298, 0.1089, 2.2077], [1.1954, 1.1497, 3.6397], [2.1376, -0.1080, 2.8493], [1.7144, 1.3696, 1.9977], [-0.3197, -0.8628, 2.6116], [-0.7268, 0.9317, 2.3211], [0.1513, -0.1832, 1.1716]]}

***

The evaluated relative energy (zero: lowest compared OMol25 entry of this formula, charge and spin) for the records listed, in turn: 9.3, 17.4 kcal per mole.
The evaluated HOMO energy for the records listed, in turn: -11.67, -11.38 eV.